[1]
C7H11N3O3 in the gas phase. Source: OMol25; level of theory: ωB97M-V/def2-TZVPD.

The geometry in ORCA input format:
```
! RIJCOSX wB97M-V def2-TZVPD def2/J DEFGRID3
* xyz 0 1
C 1.8166 -0.5901 1.3045
C 2.1314 0.4356 0.4915
C 0.7657 -1.6484 0.9223
C 1.3465 0.7898 -0.7085
C 0.1475 -1.3817 -0.3596
C -0.0285 0.1258 -0.5668
C -1.2557 1.8547 0.6841
N 0.4787 -2.5537 1.7249
N -0.8290 0.3246 -1.7281
N 0.9257 -2.0840 -1.3926
O 0.4793 -3.1936 -1.6626
O 2.0243 -1.8037 -1.7603
O -0.7784 0.5067 0.5658
H 2.5132 -0.8715 2.1300
H 2.9451 1.0185 0.6772
H 1.2427 1.9327 -0.9023
H 1.8296 0.4026 -1.6580
H -0.8420 -1.9162 -0.4983
H -2.2312 1.7449 1.0560
H -1.2429 2.1249 -0.3559
H -0.3555 2.4357 1.2318
H -0.2006 -3.1487 1.2814
H -1.7786 0.7146 -1.5717
H -0.5055 0.5303 -2.6335
*
```

Its frontier orbital gap is 9.63 eV. The calculation puts the highest occupied orbital energy at -9.6 eV.

Atom charges from the Mulliken analysis, given in e for atoms 1 to 2: -0.406 -0.795

[2]
A 2-piece molecular cluster, C7H9NO2 overall. Source: OMol25; level of theory: ωB97M-V/def2-TZVPD.

The geometry in ORCA input format:
```
! RIJCOSX wB97M-V def2-TZVPD def2/J DEFGRID3
* xyz 0 1
C 1.9010 0.1311 -2.1023
C 3.3198 -0.3833 -1.8186
C -1.7502 -0.3653 0.1984
C -2.2152 0.7964 0.6902
C -2.2931 0.9875 2.1289
C -1.7514 0.0139 2.8770
C -1.3625 -1.1053 2.2307
H 1.1275 1.0881 -3.5411
H 3.3260 -1.1637 -0.9754
H 3.6083 -0.8825 -2.7192
H 4.0850 0.4131 -1.7056
H -1.5147 -0.5733 -0.8027
H -2.5033 1.6549 0.0301
H -2.5536 1.9162 2.5046
H -1.7988 -0.0212 3.9043
H -1.3109 -1.8763 3.0277
N -1.1904 -1.3679 0.9391
O 0.9119 0.0247 -1.4728
O 1.9645 0.7129 -3.3935
*
```

Its frontier orbital gap is 10.06 eV. The calculation puts the highest occupied orbital energy at -9.3 eV.

Atom charges from the Mulliken analysis, given in e for atoms 1 to 2: 0.635 -0.903

[3]
A 2-piece molecular cluster, C2H5NS overall. Source: OMol25; level of theory: ωB97M-V/def2-TZVPD.

The geometry in ORCA input format:
```
! RIJCOSX wB97M-V def2-TZVPD def2/J DEFGRID3
* xyz 0 1
C 3.4628 0.6312 -0.0102
C -2.1178 -0.0210 -0.1792
N 3.8848 -0.4015 -0.2360
S -0.3746 -0.4869 0.0891
H 3.0861 1.5932 0.2144
H -0.6139 -1.5503 0.8526
H -2.5308 0.3818 0.7425
H -2.6824 -0.8834 -0.5166
H -2.1142 0.7371 -0.9566
*
```

Its frontier orbital gap is 10.05 eV. The calculation puts the highest occupied orbital energy at -9.2 eV.

Atom charges from the Mulliken analysis, given in e for atoms 1 to 2: 0.062 -0.729

[4]
A 3-piece molecular cluster, C4H11NO overall. Source: OMol25; level of theory: ωB97M-V/def2-TZVPD.

The geometry in ORCA input format:
```
! RIJCOSX wB97M-V def2-TZVPD def2/J DEFGRID3
* xyz 0 1
C 1.2574 1.7952 -1.2691
C 0.4069 0.6969 -1.1615
C -0.2735 0.3840 0.0091
N -1.1541 -0.7238 0.0918
C -2.5900 -0.5681 -0.2021
H 0.8031 -2.0013 1.5150
H 1.6062 2.2449 -0.3398
H 1.8200 2.0935 -2.1485
H 0.2826 0.1166 -2.0809
H -0.0450 0.9815 0.8649
H -0.8305 -1.4440 0.6994
H -2.8142 0.4888 -0.2561
H -2.6994 -0.9653 -1.1865
H -3.1818 -1.1996 0.4635
H 1.8629 -0.9983 1.2949
H 2.8719 -0.5570 2.3153
O 2.6776 -0.3438 1.3906
*
```

Its frontier orbital gap is 4.18 eV. The calculation puts the highest occupied orbital energy at -6.9 eV.

Atom charges from the Mulliken analysis, given in e for atoms 1 to 2: -0.594 0.072

[5]
C6H9ClN2 in the gas phase. Source: OMol25; level of theory: ωB97M-V/def2-TZVPD.

The geometry in ORCA input format:
```
! RIJCOSX wB97M-V def2-TZVPD def2/J DEFGRID3
* xyz 0 3
C -1.3758 -1.1965 -0.0475
C 0.6125 0.2202 -0.3028
C -1.7443 -0.2273 0.8058
C -1.4280 -2.3789 -0.8631
C 1.9664 0.2584 -0.8639
C 0.8006 2.1439 1.0404
N -1.1559 0.9492 1.0322
N 0.0484 1.0467 0.4878
Cl -3.3340 -0.3803 1.4262
H -0.4814 -2.9220 -0.8578
H -2.1552 -2.9682 -0.3439
H -1.4896 -2.3645 -1.9051
H 2.2946 1.2847 -0.8981
H 2.7011 -0.5532 -0.5609
H 1.7564 0.0769 -1.9043
H 1.2314 1.6842 2.0596
H 1.5693 2.3777 0.3098
H 0.1838 2.9489 1.3856
*
```

Its frontier orbital gap (alpha / beta) is 6.87 / 6.81 eV. The calculation puts the highest occupied orbital energy (alpha / beta) at -6.0 / -7.8 eV.

Atom charges from the Mulliken analysis, given in e for atoms 1 to 2: -0.007 0.251

[6]
C5H8O as an isolated structure. Source: OMol25; level of theory: ωB97M-V/def2-TZVPD.

The geometry in ORCA input format:
```
! RIJCOSX wB97M-V def2-TZVPD def2/J DEFGRID3
* xyz 0 1
C -1.1981 -0.4731 1.5254
C -0.2516 -1.3515 1.2192
C 1.0466 0.0644 -1.2445
C -0.2504 0.8076 -1.4162
O 0.1807 1.7142 -0.3510
C 1.3305 0.9582 -0.2956
H -2.1686 -0.4929 1.0352
H -1.0432 0.3106 2.2579
H -0.4061 -2.1243 0.4638
H 0.7331 -1.3262 1.6877
H 1.5010 -0.8149 -1.6725
H -1.1715 0.2976 -1.1211
H -0.3831 1.3600 -2.3498
H 2.1115 1.1964 0.4188
*
```

Its frontier orbital gap is 10.00 eV. The calculation puts the highest occupied orbital energy at -8.8 eV.

Atom charges from the Mulliken analysis, given in e for atoms 1 to 2: -0.571 -0.477

[7]
C20H28N5O3SV as an isolated structure. Source: OMol25; level of theory: ωB97M-V/def2-TZVPD.

The geometry in ORCA input format:
```
! RIJCOSX wB97M-V def2-TZVPD def2/J DEFGRID3
* xyz 2 3
V 0.3308 -2.5344 -1.7032
C -0.1118 -5.1020 -0.2849
C 0.5131 -4.2730 0.8231
N 0.6630 -2.8558 0.3533
C 1.9281 -2.2007 0.8153
C 3.1118 -2.6484 -0.0388
S 2.7170 -2.5257 -1.8236
C 2.8444 -4.2402 -2.4323
C 1.9338 -5.2158 -1.7014
N 0.5365 -4.7063 -1.5658
H -0.0018 -6.1667 -0.0828
H -1.1741 -4.8813 -0.3718
H -0.0858 -4.3139 1.7296
H 1.5030 -4.6445 1.0799
H -0.1095 -2.3289 0.7665
H 1.7923 -1.1204 0.7540
H 2.1122 -2.4400 1.8618
H 3.9641 -1.9998 0.1452
H 3.4213 -3.6728 0.1640
H 2.5775 -4.1565 -3.4866
H 3.8850 -4.5548 -2.3749
H 1.9372 -6.1632 -2.2380
H 2.3263 -5.4217 -0.7091
H -0.0115 -5.0844 -2.3313
C -3.1806 7.5864 3.0609
C -2.4262 6.2953 2.8649
C -2.9165 5.2823 2.0576
C -2.2364 4.0775 1.9005
C -1.0244 3.8819 2.5457
N -0.2761 2.6587 2.4634
C -0.1392 1.7824 1.4522
O 0.3722 0.6720 1.5833
N -0.5684 2.2426 0.2030
C -0.3118 1.5490 -0.9626
C -0.1496 2.1856 -2.1889
C 0.1895 1.4388 -3.3060
C 0.3754 0.0791 -3.1917
N 0.1552 -0.5491 -2.0175
C -0.2079 0.1665 -0.9433
C -0.5208 4.8853 3.3625
C -1.2163 6.0707 3.5181
H -4.0497 7.6463 2.4081
H -2.5420 8.4482 2.8631
H -3.5270 7.6754 4.0921
H -3.8674 5.4189 1.5553
H -2.6886 3.2866 1.3154
H 0.2044 2.3637 3.2995
H -0.7580 3.2324 0.1251
H -0.2754 3.2599 -2.2671
H 0.3326 1.9179 -4.2643
H 0.7027 -0.5236 -4.0253
H -0.4328 -0.3583 -0.0278
H 0.4254 4.7365 3.8728
H -0.8072 6.8449 4.1571
O -0.1052 -2.9507 -3.5216
C -1.3599 -2.7531 -3.2425
O -1.7082 -2.7221 -2.0354
H -2.0645 -2.5766 -4.0552
*
```

Its frontier orbital gap (alpha / beta) is 5.68 / 6.45 eV. The calculation puts the highest occupied orbital energy (alpha / beta) at -12.9 / -12.9 eV.

Atom charges from the Mulliken analysis, given in e for atoms 1 to 2: 0.968 -0.716